Record 1
{"formula": "C32H66As3N2O6SSi4TcTe", "method": "ωB97M-V/def2-TZVPD", "de_lowest_kcal_mol": 30.2, "multiplicity": 4, "energy_ev": -283871.2033, "total_charge": 1, "homo_energy_ev": [-9.831, -9.975], "homo_lumo_gap_ev": [6.45, 6.38], "symbols": ["Tc", "O", "C", "C", "C", "C", "N", "C", "C", "C", "C", "C", "C", "O", "C", "C", "N", "H", "H", "H", "H", "H", "H", "H", "H", "H", "H", "H", "H", "C", "As", "C", "C", "C", "C", "C", "As", "C", "C", "C", "As", "C", "C", "H", "H", "H", "H", "H", "H", "H", "H", "H", "H", "H", "H", "H", "H", "H", "H", "H", "H", "H", "H", "H", "H", "H", "H", "H", "H", "H", "O", "S", "O", "O", "O", "C", "Si", "C", "C", "Si", "Te", "Si", "C", "C", "C", "Si", "C", "C", "C", "H", "H", "H", "H", "H", "H", "H", "H", "H", "H", "H", "H", "H", "H", "H", "H", "H", "H", "H", "H", "H", "H", "H", "H", "H", "H", "H"], "coordinates": [[-1.44839, -0.42932, 0.77803], [1.40414, 1.54550, 6.81517], [0.46734, 2.40310, 6.20120], [-0.01146, 1.76428, 4.92933], [-0.83586, 2.45758, 4.05090], [-1.25488, 1.83935, 2.89462], [-0.89579, 0.59264, 2.55866], [-0.09595, -0.07957, 3.40539], [0.35359, 0.47169, 4.59156], [0.34085, -1.42355, 2.93801], [1.16275, -2.24762, 3.68143], [1.59422, -3.45325, 3.14609], [2.51597, -4.35639, 3.92897], [2.41845, -4.17635, 5.32429], [1.19362, -3.77141, 1.85711], [0.36630, -2.90640, 1.17302], [-0.08503, -1.76394, 1.70655], [1.65644, 1.90372, 7.67134], [0.90588, 3.37697, 5.95974], [-0.39910, 2.58310, 6.84691], [-1.15173, 3.47230, 4.25776], [-1.89219, 2.35383, 2.19189], [1.00508, -0.08163, 5.24879], [1.48942, -1.96322, 4.67081], [3.54471, -4.10465, 3.66363], [2.35269, -5.39658, 3.63471], [1.58519, -4.54512, 5.63595], [1.52524, -4.68239, 1.37512], [0.06810, -3.09976, 0.15293], [-4.78646, 1.60612, 1.46183], [-3.44296, 1.09931, 0.15166], [-2.93465, 2.88392, -0.41933], [-4.47951, 0.65178, -1.43331], [-5.10862, -0.74374, -1.55672], [-5.95767, -1.04343, -0.31589], [-4.08441, -1.86444, -1.78688], [-2.69688, -2.26913, -0.48275], [-2.06110, -3.93192, -1.25941], [-3.67221, -3.12852, 0.98700], [-6.06424, -0.72639, -2.76754], [-5.52294, -0.50066, -4.67209], [-3.73374, 0.30515, -4.67637], [-4.95908, -2.34112, -5.05483], [-5.66295, 1.98717, 0.94008], [-4.38187, 2.39638, 2.09399], [-5.07858, 0.76880, 2.09185], [-3.84101, 3.46256, -0.59624], [-2.35826, 2.80146, -1.33830], [-2.33012, 3.38913, 0.33245], [-3.78400, 0.82984, -2.24903], [-5.26887, 1.40629, -1.48873], [-5.36147, -1.04071, 0.59736], [-6.43561, -2.02170, -0.39714], [-6.74391, -0.29398, -0.20076], [-3.51963, -1.67636, -2.69899], [-4.62278, -2.80584, -1.92601], [-2.94269, -4.50911, -1.53561], [-1.49157, -4.49937, -0.52568], [-1.45319, -3.72985, -2.13659], [-4.48248, -3.74298, 0.59405], [-4.07784, -2.40805, 1.69375], [-2.96922, -3.77142, 1.51887], [-6.81070, 0.05486, -2.60366], [-6.61990, -1.67011, -2.78391], [-3.78364, 1.35607, -4.39470], [-3.40926, 0.25988, -5.71673], [-2.98814, -0.20265, -4.06611], [-5.77030, -3.02716, -4.81145], [-4.06066, -2.63164, -4.51181], [-4.76002, -2.41883, -6.12297], [0.45795, -0.61814, -0.99270], [-0.38363, -0.35084, -2.32834], [0.47433, 0.39037, -3.22770], [-1.49203, 0.49760, -1.76991], [-0.87008, -1.62135, -2.82933], [3.44300, 1.87749, -4.31570], [3.59425, 2.77673, -2.69583], [5.32740, 3.43810, -2.46203], [2.36804, 4.17724, -2.59336], [3.22506, 1.28453, -0.93249], [0.71324, 1.54618, -0.45159], [3.85309, 2.19109, 1.13090], [5.66732, 2.55650, 1.31014], [3.32178, 1.00305, 2.48769], [2.88695, 3.80015, 1.34685], [3.89326, -0.90748, -1.35214], [5.71046, -0.67754, -1.73132], [3.71509, -1.86301, 0.24418], [3.10184, -1.79959, -2.76812], [3.40494, 2.58134, -5.15125], [2.52992, 1.27809, -4.32834], [4.29541, 1.21106, -4.47409], [5.64584, 4.00420, -3.34217], [6.04855, 2.63107, -2.30594], [5.37854, 4.10789, -1.59944], [2.57882, 4.92812, -3.35920], [2.40648, 4.67003, -1.61738], [1.35166, 3.80944, -2.75008], [6.26172, 1.64337, 1.22333], [5.87013, 2.99624, 2.29106], [6.01542, 3.25629, 0.54815], [4.07732, 0.23328, 2.65895], [2.38952, 0.50562, 2.20627], [3.15667, 1.52873, 3.43383], [3.41461, 4.64428, 0.89597], [2.74879, 4.01418, 2.41052], [1.88707, 3.78311, 0.89625], [6.23213, -0.12704, -0.94305], [5.85528, -0.13962, -2.67193], [6.19085, -1.65601, -1.83079], [4.33718, -1.42270, 1.02556], [4.01234, -2.90823, 0.11640], [2.67504, -1.83887, 0.58375], [3.27387, -1.26390, -3.70364], [2.02575, -1.92466, -2.65941], [3.56242, -2.78888, -2.84576]], "forces_ev_per_a": [[-0.6, 0.0, -0.9], [0.0, 0.0, 0.0], [0.0, -0.1, 0.0], [0.0, -0.1, 0.0], [0.0, 0.0, 0.0], [0.0, 0.0, 0.0], [0.0, 0.2, 0.4], [0.1, -0.3, -0.1], [0.0, 0.1, 0.1], [-0.2, 0.3, 0.1], [0.1, -0.1, 0.1], [0.0, 0.0, 0.1], [0.0, 0.0, 0.0], [0.0, 0.1, 0.0], [0.0, 0.0, -0.1], [0.0, 0.0, 0.0], [0.3, -0.2, 0.1], [0.0, 0.0, 0.0], [0.0, 0.0, 0.0], [0.0, 0.0, 0.0], [0.0, 0.0, 0.0], [0.0, 0.0, 0.0], [0.0, 0.0, 0.0], [0.0, 0.0, 0.0], [0.0, 0.0, 0.0], [0.0, 0.0, 0.0], [0.0, -0.1, 0.0], [0.0, 0.0, 0.0], [0.0, 0.0, 0.0], [0.0, -0.1, 0.2], [0.3, -0.1, -0.1], [0.0, 0.0, 0.0], [0.0, -0.2, -0.1], [0.0, 0.0, 0.1], [0.0, 0.0, 0.0], [0.1, 0.2, -0.1], [-0.4, -0.1, 0.5], [0.1, 0.0, -0.1], [0.0, 0.0, 0.0], [0.0, 0.0, 0.0], [-0.1, 0.0, -0.1], [0.0, 0.0, 0.0], [0.1, 0.0, 0.0], [0.0, 0.0, 0.0], [0.0, 0.0, 0.0], [0.0, 0.0, 0.0], [0.0, 0.0, 0.0], [0.0, 0.0, 0.0], [0.0, 0.0, 0.0], [0.0, 0.0, 0.0], [0.0, 0.0, 0.0], [0.0, 0.0, 0.0], [0.0, 0.0, 0.0], [0.0, 0.0, 0.0], [0.0, 0.0, 0.0], [0.0, 0.0, 0.0], [0.0, 0.0, 0.0], [0.0, 0.0, 0.0], [0.0, 0.0, 0.0], [0.0, 0.0, 0.0], [0.0, 0.0, 0.0], [0.0, 0.0, 0.0], [0.0, 0.0, 0.1], [0.0, 0.0, 0.0], [0.0, 0.0, 0.0], [0.0, 0.0, 0.0], [0.0, 0.0, 0.0], [0.0, 0.0, 0.0], [0.0, 0.0, 0.0], [0.0, 0.0, 0.0], [-0.2, 1.5, 0.0], [-0.6, 0.3, -0.8], [-0.2, -0.4, 0.2], [0.3, -0.6, -0.3], [0.2, 0.1, 0.5], [0.0, -0.2, -0.1], [0.1, 0.0, 0.0], [0.2, 0.1, 0.0], [-0.2, 0.1, 0.1], [-0.3, 0.4, 0.1], [0.8, -1.1, 0.3], [-0.1, 0.0, 0.1], [0.2, 0.0, 0.0], [-0.1, -0.1, 0.1], [-0.1, 0.1, -0.1], [0.1, 0.0, 0.2], [0.2, 0.0, 0.0], [-0.1, -0.1, 0.1], [-0.2, 0.0, -0.2], [0.0, 0.0, 0.0], [0.0, 0.0, 0.0], [0.0, 0.0, 0.0], [0.0, 0.0, 0.0], [0.0, 0.0, 0.0], [0.0, 0.0, 0.0], [0.0, 0.0, 0.0], [0.0, 0.0, 0.0], [0.0, 0.0, 0.0], [0.0, 0.0, 0.0], [0.0, 0.0, 0.0], [0.0, 0.0, 0.0], [0.0, 0.0, 0.0], [0.0, 0.0, 0.0], [0.0, 0.0, 0.0], [0.0, 0.0, 0.0], [0.1, 0.0, 0.0], [0.0, 0.0, 0.0], [0.0, 0.0, 0.0], [0.0, 0.0, 0.0], [0.0, 0.0, 0.0], [0.0, 0.0, 0.0], [0.0, 0.0, 0.0], [0.1, 0.0, 0.0], [0.0, 0.0, 0.0], [0.0, 0.0, 0.0], [0.0, 0.0, 0.0]], "mulliken_spin": [3.110, 0.000, -0.002, 0.007, -0.009, 0.048, -0.013, -0.064, 0.001, 0.047, -0.002, 0.007, -0.003, 0.000, 0.004, 0.074, 0.006, 0.000, 0.001, 0.002, 0.000, 0.001, -0.001, 0.000, 0.002, 0.001, 0.000, 0.000, 0.000, -0.010, -0.085, 0.006, 0.011, -0.001, -0.009, 0.027, -0.236, 0.005, 0.014, -0.002, 0.000, -0.001, 0.000, -0.002, 0.003, -0.001, 0.001, 0.002, -0.001, 0.001, 0.001, 0.001, 0.000, 0.000, 0.002, 0.000, -0.001, 0.000, 0.002, -0.001, -0.006, 0.012, 0.000, 0.000, 0.000, 0.000, 0.000, 0.000, 0.000, 0.000, -0.003, -0.066, 0.020, -0.007, 0.001, 0.001, 0.010, 0.001, -0.002, 0.022, 0.057, 0.006, 0.000, -0.005, 0.015, -0.004, 0.000, 0.002, 0.003, 0.000, 0.000, 0.000, 0.000, 0.000, 0.000, -0.001, 0.000, 0.000, 0.000, 0.000, 0.000, 0.000, 0.008, 0.001, 0.000, 0.003, -0.006, 0.000, 0.000, 0.000, 0.000, 0.000, -0.003, 0.000, -0.002, 0.000]}

***

Record 2
{"formula": "C20H18F3N3O4", "method": "ωB97M-V/def2-TZVPD", "de_lowest_kcal_mol": 0.0, "energy_ev": -41847.2602, "total_charge": 0, "homo_energy_ev": -8.572, "smiles": "NC(=O)[C@H]1CC(=O)N(c2ccc(OCC(=O)Nc3cccc(C(F)(F)F)c3)cc2)C1", "homo_lumo_gap_ev": 9.03, "symbols": ["N", "C", "O", "C", "C", "C", "O", "N", "C", "C", "C", "C", "O", "C", "C", "O", "N", "C", "C", "C", "C", "C", "C", "F", "F", "F", "C", "C", "C", "C", "H", "H", "H", "H", "H", "H", "H", "H", "H", "H", "H", "H", "H", "H", "H", "H", "H", "H"], "coordinates": [[5.97399, 0.09468, 0.85100], [6.29683, -0.89315, -0.01067], [7.34586, -0.91654, -0.61139], [5.22164, -1.96292, -0.21696], [4.51263, -2.37772, 1.06803], [3.31679, -1.44113, 1.15887], [2.67435, -1.21740, 2.15876], [3.11691, -0.90299, -0.07996], [2.08524, -0.02707, -0.44841], [1.73677, 0.11948, -1.79173], [0.74188, 0.99767, -2.16462], [0.06482, 1.75002, -1.20885], [-0.91398, 2.58829, -1.68797], [-1.49867, 3.50322, -0.79313], [-2.47952, 2.87003, 0.20340], [-2.74903, 3.39997, 1.25552], [-2.99468, 1.70346, -0.26449], [-3.90930, 0.84333, 0.33725], [-4.48000, 1.09955, 1.58273], [-5.38764, 0.20766, 2.12249], [-5.74509, -0.94509, 1.44352], [-5.17053, -1.19790, 0.20605], [-5.54668, -2.42109, -0.58016], [-4.48210, -3.00992, -1.15447], [-6.39266, -2.13003, -1.59009], [-6.15130, -3.36180, 0.15542], [-4.25993, -0.31459, -0.35219], [0.39444, 1.59675, 0.13086], [1.39864, 0.72178, 0.50330], [4.07010, -1.39240, -1.06009], [5.11359, 0.11633, 1.36848], [6.64872, 0.82429, 1.01189], [5.70576, -2.79767, -0.72565], [4.13442, -3.40004, 0.99716], [5.13296, -2.31403, 1.96081], [2.23316, -0.45394, -2.55725], [0.47350, 1.11601, -3.20237], [-0.74594, 4.07277, -0.23635], [-2.06407, 4.20264, -1.41835], [-2.65152, 1.40974, -1.17272], [-4.20718, 1.99524, 2.11554], [-5.82454, 0.41477, 3.08670], [-6.45346, -1.64027, 1.86495], [-3.82335, -0.53026, -1.31669], [-0.12032, 2.14866, 0.90151], [1.63558, 0.61039, 1.54748], [3.62027, -2.17953, -1.67718], [4.40262, -0.57921, -1.70999]], "forces_ev_per_a": [[0.0, 0.4, 0.3], [-0.4, -0.4, -0.1], [0.3, -0.1, -0.2], [0.1, 0.0, -0.1], [0.0, 0.0, 0.0], [0.2, -0.3, 0.2], [-0.1, 0.0, 0.2], [0.2, 0.0, -0.2], [-0.4, 0.3, 0.1], [0.0, 0.0, 0.1], [-0.2, 0.2, 0.1], [0.2, -0.2, -0.1], [0.0, -0.2, -0.2], [0.0, 0.3, 0.2], [0.3, -0.1, -0.4], [0.0, 0.2, 0.2], [0.2, -0.1, -0.5], [-0.4, -0.3, 0.3], [0.1, 0.2, 0.1], [0.0, -0.1, -0.1], [0.0, -0.1, -0.1], [0.0, 0.0, 0.0], [-0.1, -0.2, -0.3], [0.2, 0.1, 0.0], [-0.1, 0.2, 0.0], [-0.1, 0.0, 0.3], [-0.1, 0.0, 0.2], [-0.2, 0.2, -0.2], [0.1, -0.1, 0.1], [0.1, -0.1, -0.3], [0.0, 0.0, 0.0], [0.0, 0.0, 0.0], [0.0, 0.2, 0.0], [0.0, 0.0, 0.0], [-0.1, 0.0, 0.0], [0.1, -0.1, -0.1], [0.0, 0.0, -0.1], [-0.1, -0.1, 0.0], [0.1, -0.1, 0.1], [0.0, 0.1, 0.2], [0.0, 0.0, 0.0], [0.0, 0.0, 0.1], [0.0, -0.1, 0.0], [0.1, 0.0, -0.1], [0.0, 0.1, 0.1], [0.0, 0.0, 0.0], [0.1, 0.1, 0.0], [-0.1, -0.1, 0.0]], "nbo_charge": [-0.827, 0.676, -0.603, -0.321, -0.505, 0.676, -0.598, -0.435, 0.124, -0.217, -0.246, 0.268, -0.503, -0.165, 0.655, -0.597, -0.603, 0.159, -0.223, -0.185, -0.230, -0.064, 0.964, -0.326, -0.328, -0.320, -0.243, -0.243, -0.213, -0.197, 0.399, 0.409, 0.248, 0.246, 0.245, 0.218, 0.228, 0.210, 0.224, 0.416, 0.258, 0.221, 0.232, 0.223, 0.222, 0.254, 0.199, 0.219]}

***

Record 3
{"formula": "C5H11NOS", "method": "ωB97M-V/def2-TZVPD", "de_lowest_kcal_mol": 120.7, "energy_ev": -19731.8633, "total_charge": 0, "homo_energy_ev": -8.074, "smiles": "C=[S@@](N)(=O)C=C(C)C", "homo_lumo_gap_ev": 8.80, "symbols": ["C", "S", "N", "O", "C", "C", "C", "C", "H", "H", "H", "H", "H", "H", "H", "H", "H", "H", "H"], "coordinates": [[-1.86493, -1.53372, -1.03486], [-0.59795, -0.53421, -1.47445], [0.85000, -1.40900, -1.41104], [-0.63005, 0.04123, -2.80889], [-0.05535, 0.83515, -0.50875], [0.36498, 0.77195, 0.74865], [0.60426, 2.13424, 1.38297], [0.31252, -0.52970, 1.61063], [-2.80475, -1.13284, -1.29046], [-1.54158, -2.11356, -0.26389], [1.59943, -0.99206, -1.98046], [0.77827, -2.42690, -1.81819], [0.02618, 1.73918, -1.11471], [0.24546, 2.90341, 0.60177], [1.67092, 2.43421, 1.59348], [-0.01050, 2.39883, 2.35772], [1.05073, -1.28597, 1.16953], [-0.65058, -0.97044, 1.68749], [0.65294, -0.32980, 2.55344]], "forces_ev_per_a": [[2.7, 2.2, -2.1], [0.7, -1.1, -2.0], [0.0, -3.4, -0.5], [-1.0, 0.4, 0.1], [0.5, -0.2, -0.1], [-1.3, -0.2, 1.4], [-0.4, 2.3, 0.4], [1.9, 0.2, -3.4], [-0.9, 0.2, 0.0], [0.0, -1.7, 2.2], [-0.8, 0.5, 0.5], [-0.5, 2.6, 1.1], [-0.4, -0.2, 0.2], [0.6, -1.0, 1.3], [-0.9, -0.7, -0.1], [1.2, -1.0, -1.9], [-1.2, 0.9, 0.4], [-1.0, -0.3, -0.3], [0.8, 0.7, 2.5]], "nbo_charge": [-1.055, 1.955, -1.087, -0.956, -0.531, 0.089, -0.652, -0.663, 0.251, 0.219, 0.407, 0.407, 0.246, 0.219, 0.228, 0.230, 0.244, 0.234, 0.214]}